## one
The following is a DFT calculation (ωB97M-V/def2-TZVPD) of H3N2O2P as an isolated structure.

XYZ file:
```
8
Properties=species:S:1:pos:R:3:lowdin_charge:R:1
P 0.37 1.05 -0.16 0.867
O 0.89 -0.16 0.98 -0.375
O 0.84 -0.30 -1.14 -0.375
N -1.29 0.77 -0.10 -0.164
N 1.55 -0.91 -0.06 -0.107
H 1.09 -1.80 -0.09 0.091
H -1.53 -0.11 0.33 0.041
H -1.92 1.46 0.25 0.023
```

Properties
- Multiplicity: 1
- HOMO-LUMO gap: 9.91 eV
- HOMO energy: -9.143 eV
- Charge: 0

---

## two
The following is a DFT calculation (ωB97M-V/def2-TZVPD) of a 2-piece molecular cluster, H3N2O2P overall.

XYZ file:
```
8
Properties=species:S:1:pos:R:3:lowdin_charge:R:1
P -0.44 0.15 -0.17 0.760
O -0.40 -0.14 -1.63 -0.513
O 1.92 -1.40 2.34 -0.070
N 1.44 -1.40 1.21 -0.089
N -0.75 -1.39 0.51 -0.276
H 1.05 -2.38 0.87 0.088
H -1.46 -1.29 1.34 0.095
H -0.96 -2.19 0.02 0.006
```

Properties
- Multiplicity: 1
- Structure (SMILES): NP=O.N=O
- HOMO-LUMO gap (spin up / spin down): 9.35 / 9.35 eV
- HOMO energy (spin up / spin down): -9.582 / -9.582 eV
- Charge: 0

---

## three
The following is a DFT calculation (ωB97M-V/def2-TZVPD) of a 2-piece molecular cluster, H3N2O2P overall.

XYZ file:
```
8
Properties=species:S:1:pos:R:3:lowdin_charge:R:1
P 0.14 -1.07 -0.33 0.866
O -2.37 -0.43 0.44 -0.027
O -1.12 1.18 -0.05 -0.049
N 1.15 0.21 -0.52 -0.314
N -1.30 -0.02 0.08 -0.651
H 1.62 0.57 -1.37 0.064
H 1.46 0.96 0.09 0.057
H 0.41 -1.41 1.66 0.054
```

Properties
- Multiplicity: 1
- HOMO-LUMO gap: 9.39 eV
- HOMO energy: -10.210 eV
- Charge: 0

---

What should be chosen as the least stable of them? Choose three.

---

## one
The following is a DFT calculation (ωB97M-V/def2-TZVPD) of one molecule with the formula C19H20N4O4S2.

XYZ file:
```
49
Properties=species:S:1:pos:R:3:lowdin_charge:R:1
S 1.28 -1.87 -2.30 1.026
S -4.08 -0.82 0.01 0.595
O 4.20 -0.86 0.07 0.060
O -5.03 -1.18 1.02 -0.287
O -2.13 1.69 -1.77 0.041
O -3.94 -1.66 -1.14 -0.309
N 2.41 -2.19 0.48 0.043
N -0.52 0.11 -2.01 -0.009
N -4.45 0.70 -0.50 -0.043
N 1.59 0.34 -1.00 0.119
C 1.25 1.57 -0.52 -0.215
C 1.83 3.52 0.73 -0.062
C -0.35 3.37 -0.25 -0.011
C -0.03 2.11 -0.76 -0.088
C -1.43 -0.67 -2.83 -0.019
C 0.11 -0.87 1.85 -0.204
C -2.45 -0.76 0.77 -0.274
C -0.60 0.33 1.80 -0.024
C -1.88 0.39 1.27 -0.056
C 0.73 -0.31 -1.70 -0.553
C -0.99 1.33 -1.53 -0.367
C 0.57 4.06 0.49 -0.072
C -0.51 -2.02 1.39 -0.025
C 2.40 -2.02 1.92 -0.167
C 3.25 -1.51 -0.32 -0.591
C -1.78 -1.97 0.84 -0.047
C 3.02 -1.75 -1.81 -0.342
C 2.18 2.29 0.24 -0.005
C 1.52 -0.86 2.38 -0.111
H -0.02 -2.98 1.48 0.113
H -4.76 1.31 0.23 0.075
H -2.41 1.33 1.24 0.116
H 3.49 -0.95 -2.37 0.091
H 3.43 -1.83 2.22 0.124
H -2.27 -2.85 0.46 0.121
H -0.13 1.24 2.17 0.123
H -3.78 1.11 -1.13 0.033
H 0.32 5.04 0.89 0.104
H 1.49 -0.86 3.47 0.128
H -2.18 -1.18 -2.22 0.071
H -0.87 -1.39 -3.41 0.053
H 3.15 1.85 0.40 0.116
H 1.99 0.08 2.07 0.107
H 2.07 -2.96 2.37 0.120
H 3.47 -2.71 -2.10 0.089
H -1.34 3.77 -0.46 0.121
H 1.59 -2.61 0.06 0.077
H -1.95 0.02 -3.50 0.109
H 2.55 4.09 1.32 0.107
```

Properties
- Multiplicity: 1
- Structure (SMILES): Cn1c(SCC(=O)NCCc2ccc(S(N)(=O)=O)cc2)nc2ccccc2c1=O
- HOMO-LUMO gap: 8.90 eV
- HOMO energy: -8.813 eV
- Charge: 0

---

## two
The following is a DFT calculation (ωB97M-V/def2-TZVPD) of one molecule with the formula C19H20N4O4S2.

XYZ file:
```
49
Properties=species:S:1:pos:R:3:lowdin_charge:R:1
S -1.78 2.04 2.83 1.029
S 2.00 0.24 -0.41 1.128
O -0.23 0.37 -5.15 0.047
O 0.89 -2.02 3.86 0.088
O -2.62 -0.82 -0.84 0.072
O -0.65 2.81 -0.78 0.057
N 0.15 1.10 1.37 0.055
N -1.09 0.42 -1.96 0.101
N -2.18 1.27 -0.09 0.156
N -0.27 -0.12 3.33 0.021
C -1.38 2.36 0.07 -0.560
C 2.81 -1.25 0.02 -0.506
C -0.85 0.73 -6.29 -0.126
C -1.60 3.12 1.38 -0.335
C -0.49 0.90 2.48 -0.550
C 1.08 0.18 1.04 -0.495
C 0.30 0.15 6.66 0.032
C -1.99 0.20 -1.00 -0.529
C 3.82 -1.84 -0.91 -0.261
C -0.76 -0.57 -2.96 -0.081
C -1.00 -0.23 4.59 -0.175
C -1.18 -0.13 -4.32 -0.258
C 3.21 -2.18 -2.27 -0.109
C 1.39 -0.93 1.81 -0.145
C -0.38 0.64 5.64 -0.158
C -2.40 -0.09 -4.92 -0.019
C 2.38 -1.74 1.21 -0.046
C 0.71 -1.12 3.07 -0.353
C -2.19 0.47 -6.21 -0.064
H 0.32 -0.75 -2.95 0.108
H 2.74 -2.64 1.66 0.126
H 4.64 -1.12 -1.05 0.111
H -3.33 -0.41 -4.50 0.113
H -0.25 1.14 -7.07 0.117
H -2.52 3.69 1.33 0.093
H 0.76 0.80 7.40 0.056
H -1.30 -1.49 -2.68 0.134
H -0.62 1.33 -1.98 0.115
H -2.04 0.06 4.41 0.096
H -0.76 3.79 1.53 0.095
H -2.82 1.02 0.66 0.125
H 4.23 -2.74 -0.44 0.115
H -0.50 1.70 5.50 0.083
H -0.95 -1.28 4.89 0.125
H 2.85 -1.28 -2.76 0.052
H 0.44 -0.91 6.80 0.066
H 3.96 -2.64 -2.91 0.072
H 2.38 -2.87 -2.15 0.081
H -2.92 0.65 -6.96 0.099
```

Properties
- Multiplicity: 1
- Structure (SMILES): C=CCn1c(SCC(=O)NC(=O)NCc2ccco2)nc2sc(CC)cc2c1=O
- HOMO-LUMO gap: 8.61 eV
- HOMO energy: -8.246 eV
- Charge: 0

---

What should be chosen as the least stable of them? Choose two.

---

## one
The following is a DFT calculation (ωB97M-V/def2-TZVPD) of C3H2Br2 as an isolated structure.

XYZ file:
```
7
Properties=species:S:1:pos:R:3:lowdin_charge:R:1
Br -2.16 -2.16 1.57 0.587
Br -1.69 -3.31 -1.25 0.574
C -0.02 -0.30 -0.44 -0.084
C 0.08 0.51 0.44 0.021
C -0.92 -2.56 0.26 -1.113
H -0.02 -0.89 -1.30 -0.004
H 0.14 1.15 1.28 0.020
```

Properties
- Multiplicity: 1
- HOMO-LUMO gap: 7.76 eV
- HOMO energy: -8.999 eV
- Charge: 0

---

## two
The following is a DFT calculation (ωB97M-V/def2-TZVPD) of C3H2Br2 as an isolated structure.

XYZ file:
```
7
Properties=species:S:1:pos:R:3:lowdin_charge:R:1
Br 2.05 -1.42 -0.10 0.656
Br 1.47 1.67 -0.05 0.647
C -1.44 0.30 -0.42 0.127
C -0.58 -0.40 0.27 -0.396
C 0.86 -0.05 0.43 -1.141
H -1.57 1.31 -0.72 0.027
H -0.79 -1.41 0.60 0.080
```

Properties
- Multiplicity: 1
- HOMO-LUMO gap (spin up / spin down): 8.31 / 7.64 eV
- HOMO energy (spin up / spin down): -9.502 / -8.400 eV
- Charge: 0

---

What should be chosen as the least stable of them? Choose one.

---

## one
The following is a DFT calculation (ωB97M-V/def2-TZVPD) of one molecule with the formula C4H4ClNO.

XYZ file:
```
11
Properties=species:S:1:pos:R:3:lowdin_charge:R:1
Cl -2.04 -1.30 0.03 0.627
O 0.58 0.76 0.19 -0.106
N 3.43 -0.78 -0.04 0.181
C 0.90 -0.64 0.08 -0.228
C -1.79 0.42 -0.04 -0.550
C 2.30 -0.70 -0.07 -0.202
C -0.69 1.22 0.01 -0.202
H -2.75 1.06 -0.21 0.095
H -0.80 2.27 -0.33 0.135
H 0.52 -1.00 1.06 0.128
H 0.34 -1.31 -0.68 0.123
```

Properties
- Multiplicity: 1
- Structure (SMILES): N#CCO/C=C\Cl
- HOMO-LUMO gap: 9.96 eV
- HOMO energy: -9.372 eV
- Charge: 0

---

## two
The following is a DFT calculation (ωB97M-V/def2-TZVPD) of one molecule with the formula C4H4ClNO.

XYZ file:
```
11
Properties=species:S:1:pos:R:3:lowdin_charge:R:1
Cl 3.16 -0.03 -0.03 0.554
O -0.94 0.47 0.17 -0.138
N 0.50 3.17 0.00 0.209
C -1.44 -1.00 -0.16 -0.021
C 0.53 1.96 -0.06 -0.177
C 0.38 0.66 -0.06 -0.539
C 1.34 -0.16 0.17 -0.432
H -1.53 -1.46 1.05 0.153
H -0.50 -1.38 -0.94 0.142
H 1.07 -1.35 0.40 0.139
H -2.57 -0.87 -0.55 0.111
```

Properties
- Multiplicity: 1
- Structure (SMILES): CO/C(C#N)=C/Cl
- HOMO-LUMO gap: 9.95 eV
- HOMO energy: -9.776 eV
- Charge: 0

---

What should be chosen as the least stable of them? Choose two.

---

## one
The following is a DFT calculation (ωB97M-V/def2-TZVPD) of a 2-piece molecular cluster, C3H6BrNO3 overall.

XYZ file:
```
14
Properties=species:S:1:pos:R:3:lowdin_charge:R:1
Br -2.34 0.77 0.44 0.809
O 0.16 -2.03 -0.94 0.055
O -1.67 -2.00 0.24 -0.016
O 0.71 1.83 -0.67 -0.114
N -0.75 -1.44 -0.36 -0.473
C -0.80 -0.06 -0.43 -0.508
C 0.86 -0.25 1.84 0.097
C 0.21 0.69 -1.28 -0.310
H -0.14 2.27 -0.25 0.106
H 1.87 -0.47 1.22 0.074
H 0.45 0.75 1.83 -0.021
H 1.14 0.10 -1.48 0.132
H 0.41 -1.19 2.19 0.012
H -0.12 1.01 -2.36 0.158
```

Properties
- Multiplicity: 1
- HOMO-LUMO gap (spin up / spin down): 7.00 / 9.36 eV
- HOMO energy (spin up / spin down): -9.321 / -9.750 eV
- Charge: 0

---

## two
The following is a DFT calculation (ωB97M-V/def2-TZVPD) of one molecule with the formula C3H6BrNO3.

XYZ file:
```
14
Properties=species:S:1:pos:R:3:lowdin_charge:R:1
Br -0.37 -0.68 2.49 0.841
O 0.42 -1.66 -0.44 -0.064
O 1.35 1.57 2.57 0.041
O 1.41 2.22 0.53 0.077
N 1.06 1.47 1.41 -0.445
C 0.26 0.31 0.98 -0.695
C 1.10 -0.54 0.01 -0.303
C -1.08 1.00 -0.02 0.036
H -0.62 1.75 -0.64 0.055
H -1.81 1.39 0.67 0.057
H 2.06 -0.81 0.49 0.135
H 0.28 -2.28 0.29 0.072
H -1.46 0.16 -0.58 0.060
H 1.32 0.07 -0.87 0.133
```

Properties
- Multiplicity: 1
- Structure (SMILES): C[C@@](Br)(CO)[N+](=O)[O-]
- HOMO-LUMO gap: 10.69 eV
- HOMO energy: -10.651 eV
- Charge: 0

---

What should be chosen as the least stable of them? Choose one.

---

## one
The following is a DFT calculation (ωB97M-V/def2-TZVPD) of a 2-piece molecular cluster, C2H4OS3 overall.

XYZ file:
```
10
Properties=species:S:1:pos:R:3:lowdin_charge:R:1
S 0.30 1.00 -1.04 0.232
S 1.24 -1.87 -0.98 0.722
S -0.64 0.81 -2.68 0.281
O -0.16 1.91 0.00 -0.456
C 0.51 -0.62 -0.36 -0.916
C -0.58 -0.66 1.45 0.041
H -1.51 -1.06 1.10 0.014
H 1.53 1.29 -1.35 0.010
H -0.51 0.42 1.45 -0.021
H -0.17 -1.23 2.41 0.092
```

Properties
- Multiplicity: 1
- HOMO-LUMO gap: 7.56 eV
- HOMO energy: -8.974 eV
- Charge: 0

---

## two
The following is a DFT calculation (ωB97M-V/def2-TZVPD) of a 2-piece molecular cluster, C2H4OS3 overall.

XYZ file:
```
10
Properties=species:S:1:pos:R:3:lowdin_charge:R:1
S 3.08 -1.28 0.72 0.231
S 3.22 -0.13 -0.87 0.406
S 0.33 0.99 -0.87 0.692
O 4.34 0.77 -0.80 -0.553
C 1.36 1.42 1.62 -0.210
C 1.46 1.54 0.12 -0.894
H 0.87 0.38 1.81 0.086
H 0.68 2.31 1.92 0.113
H 2.18 1.64 2.27 0.052
H 2.23 2.30 -0.26 0.077
```

Properties
- Multiplicity: 1
- HOMO-LUMO gap: 7.15 eV
- HOMO energy: -9.261 eV
- Charge: 0

---

What should be chosen as the least stable of them? Choose one.